No. 1
{"formula": "C4H8IP", "method": "the ωB97M-V functional and the def2-TZVPD basis", "species": ["I", "C", "C", "C", "C", "P", "H", "H", "H", "H", "H", "H", "H", "H"], "coordinates": [[1.755, -2.332, -1.640], [1.144, -0.679, -0.401], [0.264, 0.238, -1.020], [-0.541, 1.059, 0.007], [-1.217, 0.089, 1.007], [-0.060, -1.394, 1.111], [2.155, -0.300, -0.091], [-0.396, -0.387, -1.687], [0.764, 0.825, -1.869], [0.169, 1.797, 0.491], [-1.374, 1.600, -0.564], [-1.355, 0.417, 2.126], [-2.115, -0.117, 0.453], [0.808, -0.816, 2.079]], "smiles": "I[C@H]1CCCP1", "gap_ev": 9.5831, "total_energy_ev": -21665.8467, "lumo_ev": 0.478, "relative_energy_kj_mol": 22.14, "fmax_ev_per_a": 4.7}

No. 2
{"formula": "C16H44N4O4", "method": "the ωB97M-V functional and the def2-TZVPD basis", "species": ["C", "O", "C", "C", "C", "N", "H", "H", "H", "H", "H", "H", "H", "H", "H", "H", "H", "C", "O", "C", "C", "C", "N", "H", "H", "H", "H", "H", "H", "H", "H", "H", "H", "H", "C", "O", "C", "C", "C", "N", "H", "H", "H", "H", "H", "H", "H", "H", "H", "H", "H", "C", "O", "C", "C", "C", "N", "H", "H", "H", "H", "H", "H", "H", "H", "H", "H", "H"], "coordinates": [[17.041, -15.579, -11.423], [17.112, -15.431, -12.844], [18.072, -16.264, -13.438], [17.973, -16.056, -14.967], [19.043, -16.777, -15.758], [17.913, -14.673, -15.437], [18.052, -15.416, -11.036], [16.715, -16.581, -11.144], [16.396, -14.776, -11.080], [19.070, -16.027, -13.032], [17.973, -17.340, -13.237], [16.997, -16.535, -15.121], [20.029, -16.362, -15.534], [18.823, -16.723, -16.823], [19.143, -17.852, -15.584], [18.754, -14.143, -15.213], [17.236, -14.248, -14.797], [19.423, -14.836, -7.955], [18.858, -13.665, -8.526], [18.299, -12.812, -7.547], [16.887, -13.137, -7.108], [15.792, -13.263, -8.157], [16.459, -12.201, -6.014], [20.028, -15.429, -8.642], [18.702, -15.404, -7.371], [20.266, -14.565, -7.298], [19.012, -12.515, -6.769], [18.242, -11.858, -8.093], [16.897, -14.080, -6.537], [15.903, -14.174, -8.749], [15.865, -12.515, -8.956], [14.813, -13.152, -7.699], [15.651, -12.626, -5.577], [17.231, -12.233, -5.354], [11.774, -13.532, -15.326], [12.574, -13.959, -14.229], [13.938, -13.569, -14.343], [14.358, -12.760, -13.117], [13.889, -11.288, -13.141], [15.841, -12.734, -13.207], [10.759, -13.859, -15.112], [12.095, -13.985, -16.265], [11.806, -12.442, -15.372], [14.558, -14.466, -14.433], [14.086, -13.043, -15.289], [13.987, -13.084, -12.140], [12.797, -11.358, -13.067], [14.123, -10.796, -14.084], [14.218, -10.720, -12.274], [16.257, -12.156, -12.481], [16.148, -13.675, -12.945], [17.304, -19.863, -14.927], [17.303, -20.578, -16.134], [17.982, -19.926, -17.193], [18.032, -20.802, -18.420], [18.886, -20.190, -19.522], [16.695, -21.027, -19.006], [16.705, -20.408, -14.200], [16.884, -18.871, -15.140], [18.275, -19.697, -14.443], [17.468, -18.963, -17.331], [19.014, -19.674, -16.910], [18.444, -21.776, -18.146], [19.864, -19.899, -19.124], [18.455, -19.248, -19.878], [18.995, -20.835, -20.388], [16.127, -21.602, -18.391], [16.237, -20.116, -18.981]], "smiles": "COC[C@H](C)N.COC[C@H](C)N.COC[C@H](C)N.COC[C@H](C)N", "gap_ev": 9.9605, "total_energy_ev": -31452.8156, "lumo_ev": 0.616, "relative_energy_kj_mol": 133.38, "fmax_ev_per_a": 2.7}

No. 3
{"formula": "CHI3S", "method": "the ωB97M-V functional and the def2-TZVPD basis", "species": ["C", "S", "I", "I", "I", "H"], "coordinates": [[-0.518, 0.062, -0.535], [1.915, 0.360, 0.849], [-0.939, 2.008, -1.168], [-1.499, -0.603, 1.220], [-0.225, -1.360, -2.032], [1.267, -0.467, 1.667]], "gap_ev": [6.2387, 6.2404], "total_energy_ev": -36186.9439, "lumo_ev": [-2.374, -2.374], "relative_energy_kj_mol": 278.43, "fmax_ev_per_a": 2.2}

No. 4
{"formula": "C20H17BrN5O5STi", "method": "the ωB97M-V functional and the def2-TZVPD basis", "species": ["Ti", "C", "C", "N", "C", "S", "N", "N", "C", "C", "C", "C", "C", "C", "C", "N", "H", "H", "H", "H", "H", "H", "H", "H", "H", "H", "H", "H", "H", "O", "C", "C", "O", "C", "C", "O", "C", "O", "O", "Br", "C", "C", "C", "C", "C", "N", "H", "H", "H", "H"], "coordinates": [[-0.988, 0.039, 0.105], [3.719, 1.000, 3.782], [3.202, -0.427, 3.778], [1.757, -0.508, 3.571], [1.166, -0.292, 2.393], [-0.597, -0.371, 2.395], [1.915, -0.009, 1.353], [1.148, 0.193, 0.229], [1.741, 0.653, -0.821], [3.174, 1.048, -0.863], [0.894, 0.737, -2.040], [1.339, 1.281, -3.230], [0.474, 1.303, -4.318], [-0.801, 0.785, -4.188], [-1.182, 0.267, -2.960], [-0.351, 0.240, -1.919], [4.786, 0.993, 4.003], [3.217, 1.591, 4.546], [3.571, 1.485, 2.819], [3.388, -0.893, 4.745], [3.703, -1.033, 3.021], [1.175, -0.838, 4.321], [3.552, 1.204, 0.142], [3.306, 1.958, -1.447], [3.767, 0.260, -1.335], [2.339, 1.677, -3.314], [0.800, 1.725, -5.259], [-1.499, 0.782, -5.011], [-2.172, -0.142, -2.794], [-5.116, 4.507, 0.314], [-4.308, 3.639, 0.274], [-2.770, 3.821, 0.047], [-2.182, 4.846, -0.129], [-2.255, 2.435, 0.133], [-3.242, 1.530, 0.303], [-2.807, 0.252, 0.357], [-4.592, 2.101, 0.352], [-5.656, 1.564, 0.447], [-1.031, 1.941, 0.051], [-3.764, -2.117, -1.366], [-2.206, -2.934, -0.705], [-2.212, -4.321, -0.611], [-1.052, -4.963, -0.230], [0.082, -4.203, 0.033], [-0.010, -2.836, -0.059], [-1.143, -2.187, -0.409], [-3.113, -4.865, -0.851], [-1.033, -6.041, -0.150], [1.019, -4.659, 0.318], [0.847, -2.215, 0.176]], "gap_ev": 6.8469, "charge": 1, "total_energy_ev": -142693.2555, "lumo_ev": -4.526, "relative_energy_kj_mol": 6.95, "fmax_ev_per_a": 0.9}